{"formula": "C44H106N8O18", "method": "ωB97M-V/def2-TZVPD", "species": ["H", "C", "O", "H", "N", "H", "C", "H", "H", "H", "H", "H", "H", "N", "H", "O", "H", "H", "H", "C", "O", "H", "H", "H", "H", "H", "H", "H", "C", "H", "H", "O", "H", "H", "C", "H", "H", "O", "H", "O", "N", "C", "H", "O", "H", "C", "N", "H", "O", "H", "C", "H", "O", "H", "H", "H", "H", "H", "O", "H", "C", "C", "C", "C", "H", "H", "H", "H", "H", "C", "H", "C", "C", "C", "C", "H", "C", "N", "O", "H", "O", "H", "N", "C", "O", "H", "C", "H", "H", "H", "H", "C", "C", "C", "H", "H", "H", "H", "H", "C", "H", "H", "O", "H", "H", "H", "C", "N", "H", "H", "C", "C", "C", "C", "C", "O", "C", "C", "H", "H", "C", "H", "H", "H", "H", "H", "O", "H", "H", "C", "H", "H", "H", "H", "H", "H", "H", "C", "H", "H", "C", "H", "H", "C", "H", "C", "H", "H", "H", "C", "C", "H", "H", "H", "C", "H", "O", "C", "H", "H", "C", "H", "H", "H", "H", "H", "H", "H", "H", "H", "H", "H", "H", "N", "O", "C"], "positions_angstrom": [[4.473713, 6.302238, 6.284354], [-3.022270, 3.460811, -5.389030], [-2.986877, -1.968110, -2.772441], [-0.863611, -3.212839, 0.210842], [-0.305014, -0.015614, -0.650137], [0.740916, -4.872269, -5.726196], [-6.096779, 3.569179, -2.249575], [1.702081, 1.406218, -1.639145], [2.548845, -2.200792, 1.580819], [-3.244871, 0.033204, -3.245752], [2.769961, 6.111896, 5.848088], [3.130096, -4.466637, 5.212294], [1.367422, -2.540761, -0.663841], [-4.753068, -1.064532, 2.742533], [-0.132767, 3.837286, 4.035885], [-2.683913, 3.486037, 4.220424], [3.264126, -3.408059, -2.862515], [-4.263742, 1.738285, -1.314998], [0.801746, 1.920900, -3.629309], [-3.608807, -1.887221, 3.113793], [4.213395, -1.096764, 4.019948], [5.526195, 6.544116, -0.785209], [-4.478082, -7.094864, 0.730321], [0.071277, -1.396054, 2.090562], [0.772654, -4.530882, -3.957267], [3.561768, 4.953958, 6.927340], [-2.144143, -4.472790, -3.700893], [2.276849, 1.984730, -0.058812], [-2.402625, 2.710477, 3.318152], [2.544348, 0.305775, -0.569026], [-3.856542, -2.931585, 2.919335], [3.133898, 2.686474, -3.096857], [5.523489, 0.679646, -3.126981], [4.200093, -1.917998, 1.098928], [3.836775, -1.948472, 3.240826], [3.865606, 3.701978, -5.997554], [-0.157088, -3.508610, 5.108055], [5.645153, 3.971575, -0.290468], [4.684821, 4.465655, 2.210950], [-4.787781, 3.734004, -1.765966], [-1.152586, 2.267492, 3.089245], [5.620989, 2.671084, -0.858112], [-2.469124, 4.198530, -5.973281], [-4.374182, -1.003757, 0.541672], [-6.465877, 0.849655, 2.230645], [-6.248480, 0.259335, 1.346161], [-0.979656, 2.463220, -4.597621], [-2.094829, -1.523769, -4.526184], [5.034446, 6.297804, 1.224392], [4.713689, 2.178666, -0.502362], [3.955348, -3.834805, 4.882605], [-3.650156, -6.036615, 5.483987], [-2.640023, 3.604138, -0.170307], [0.504422, -4.486686, 3.846152], [0.045987, -0.455237, -1.490376], [4.144035, 4.653163, -1.544096], [-3.344540, -2.804021, -4.709641], [-0.711540, 3.430837, -4.537035], [0.519262, 0.749651, 1.330112], [-2.128242, -3.254227, -1.014951], [-2.575737, -2.385708, -4.046187], [2.208651, -1.923173, -4.709759], [-1.547467, -0.516399, -0.083838], [0.365517, -2.265381, 2.679019], [-3.900000, 2.987877, 1.824210], [-0.933575, -7.379018, 1.882739], [-3.404197, -6.448703, 1.988561], [4.223983, 1.125927, -5.564979], [-2.242398, -8.414096, 2.364171], [-1.597136, -3.534922, -3.858587], [-1.874433, -5.290956, 3.347296], [-1.557213, -4.903563, 4.321693], [3.455432, 2.430291, -4.249852], [-2.561335, 2.992717, -1.417290], [-0.406176, -3.940594, 4.127791], [-4.530432, -4.490138, 5.571952], [4.119547, 3.696233, 2.744553], [3.744560, -3.266975, 3.572008], [-2.494522, -7.569748, 0.468758], [6.548919, 2.220485, -0.497441], [-0.744638, -2.964550, 3.187413], [-3.958032, 3.243194, -5.899820], [4.110931, 1.290931, -4.579695], [2.038789, -3.253857, -1.129870], [0.912659, -1.355823, -2.786500], [-3.148269, 1.376265, 1.687571], [-3.777189, -0.790265, -2.765111], [2.365803, 2.758507, -6.057516], [-1.184043, -5.801843, 4.835727], [5.751425, 2.722267, -1.944721], [-4.180071, 1.660136, 3.015070], [-2.195856, 2.230580, -5.150342], [-3.484374, -6.680989, 0.925471], [1.832876, -2.023850, -3.244341], [-1.083015, -8.884666, 1.041501], [2.506013, 4.177093, -5.047059], [0.823886, 2.751175, 2.995927], [3.903768, -3.906208, 2.809110], [4.888153, 3.056907, 3.186622], [-3.452755, 2.166594, 2.378298], [5.098421, 4.405934, 4.995377], [-0.742802, 3.140400, 0.537473], [2.295199, 4.924491, 3.676587], [-0.443516, 0.699657, -3.515216], [6.764968, 7.436977, 0.907153], [4.875505, -4.419090, 4.930889], [3.692920, 5.579303, 6.041497], [4.149086, 4.726639, 4.955390], [-6.261628, 4.256386, -3.083163], [-6.353828, 2.544920, -2.537877], [0.593606, 0.635647, 0.108479], [0.140626, -4.729765, -4.823811], [-3.949978, 2.609773, -1.905701], [4.727236, 6.161123, -0.145382], [-1.903967, -3.474487, 0.034466], [-0.844068, -3.750940, -5.054457], [4.460275, 4.716062, -0.498120], [-5.053271, -0.652555, 1.503056], [4.050809, -3.052404, 5.633839], [-1.847721, -1.485966, -0.476378], [3.047785, 3.300355, -5.396391], [-2.090825, 3.621479, -2.191504], [-2.304416, 0.191174, -0.443223], [0.955815, -1.859631, 3.509872], [2.514985, -0.883275, -4.821695], [-7.086394, -0.431298, 1.181095], [-2.061248, -4.862774, 0.298063], [-2.587731, -2.924647, 0.680667], [-4.733117, -1.046794, -3.237622], [-1.381777, 3.998420, 0.307724], [3.381986, 3.105027, 2.217721], [0.307074, 0.963382, -5.084669], [1.263533, -2.065652, -5.233283], [0.243085, 2.181399, 4.613699], [-1.416243, 4.623765, 1.199597], [-0.877496, 4.649006, -0.419580], [-5.304477, -0.791390, 3.538193], [-0.023869, 1.463906, -4.168076], [-1.906211, 2.108591, -1.377583], [2.981098, -2.634796, -4.989662], [0.041865, 2.807675, 3.745251], [-6.814454, 3.813173, -1.458941], [3.198010, -0.558384, 1.726383], [-3.772225, -5.047459, 5.026269], [-0.940188, -3.355051, -3.001151], [5.832475, 7.431786, 1.486388], [-4.115675, -5.218607, 3.999531], [1.438343, -4.164745, -1.253216], [-3.965097, 2.309398, -2.959585], [3.438116, -1.612747, 1.819238], [-1.678468, -8.085671, 1.483894], [-1.644619, -0.506557, 0.998491], [-0.365208, -5.705306, -4.782488], [2.893193, -3.512673, -0.510178], [1.840270, 1.145605, -0.591132], [5.220115, 8.312141, 1.281317], [-2.609828, 1.102867, -5.371541], [4.617226, 0.332374, -3.616409], [0.985430, -2.918261, 2.051215], [-4.023259, -0.588937, -1.722580], [-3.388103, -5.319419, 0.223155], [3.779676, 6.682861, -0.336239], [-3.335836, -1.745347, 4.155604], [-3.643919, -5.395635, -0.839902], [3.846631, 0.072412, -2.891070], [-3.355940, 3.915768, -4.452211], [4.848194, -0.595902, -4.137999], [6.220180, 7.394995, 2.504155], [-6.202299, 0.784064, 0.396925], [-1.041790, 1.648370, 2.302456], [-4.079812, -4.633492, 0.729350], [3.669263, 4.334277, 0.158027], [-2.720774, -1.621118, 2.547100], [2.506536, -2.888474, -2.455894], [-2.590316, -4.285163, 5.046721], [3.428671, 4.503054, 3.836668]], "forces_ev_per_angstrom": [[-0.056, 0.113, -0.058], [-0.517, 0.566, -0.159], [-0.070, -0.455, 0.340], [0.016, -0.058, 0.297], [0.195, -0.333, 0.880], [0.197, 0.638, 0.041], [-0.509, 0.054, 0.262], [-0.108, 0.025, 0.107], [0.222, 0.281, -0.142], [-0.234, 0.014, -0.120], [-0.053, -0.211, -0.465], [-0.122, -0.054, -0.301], [0.371, 0.491, -0.178], [0.069, 0.023, 1.357], [0.026, 0.021, 0.076], [-0.166, 0.134, -0.034], [-0.052, -0.130, 0.047], [-0.464, 0.164, 0.101], [0.007, 0.191, -0.196], [-0.031, -0.051, -0.678], [-0.327, 0.039, 0.232], [0.047, 0.130, 0.064], [-0.030, -0.075, 0.068], [-0.357, -0.197, 0.015], [-0.067, -0.036, 0.121], [-0.208, 0.140, 0.099], [-0.117, 0.091, 0.469], [-0.102, 0.006, 0.119], [0.438, -0.087, 0.053], [0.162, 0.125, 0.018], [0.330, -0.113, 0.131], [0.355, 0.022, -0.214], [-0.061, 0.084, 0.168], [0.197, 0.200, 0.094], [0.668, 0.699, 0.161], [0.198, -0.370, 0.057], [-0.120, 0.288, -0.039], [0.199, 0.211, -0.193], [-0.409, -0.441, -0.643], [0.082, -0.098, 0.214], [-0.275, 0.196, -0.118], [0.739, 0.914, 0.522], [-0.034, 0.081, 0.099], [-0.215, 0.012, 0.022], [0.069, 0.304, -0.176], [-0.498, -1.268, -0.222], [-0.088, 0.909, 0.338], [0.063, -0.256, -0.347], [0.738, -0.195, 0.048], [0.131, -0.499, -0.453], [0.402, 0.286, 0.647], [0.131, 0.054, 0.131], [-0.233, 0.329, 0.323], [-0.121, -0.155, -0.348], [-0.089, 0.184, -0.230], [-0.127, -0.001, -0.003], [-0.510, 0.580, 0.228], [0.053, -0.037, 0.188], [-0.503, 0.301, 0.010], [-0.184, -0.020, 0.077], [0.857, 0.048, -0.322], [-0.314, 0.283, 1.061], [-1.073, 0.898, -0.891], [0.148, 0.186, 0.392], [-0.133, -0.087, 0.061], [-0.232, 0.377, -0.284], [0.187, -0.402, 0.207], [0.246, -0.135, 0.058], [-0.134, -0.352, -0.228], [-0.002, -0.423, -0.310], [-0.333, 0.371, -0.191], [0.658, -0.348, -0.195], [-0.419, -0.161, 0.776], [0.269, -0.238, -1.039], [0.132, -0.287, 0.590], [-0.018, -0.027, 0.006], [0.764, 0.586, 1.512], [-0.108, -0.810, -0.353], [-0.128, -0.004, 0.193], [-0.339, -0.397, 0.227], [-0.319, 0.195, -0.382], [0.244, -0.359, -0.258], [0.076, 0.143, -0.363], [-0.206, -1.277, -0.378], [0.023, 0.024, -0.382], [0.465, 0.324, -0.120], [-0.422, -0.803, 0.208], [0.126, -0.070, -0.043], [0.001, 0.106, 0.334], [-0.666, -0.069, -0.051], [-0.303, 0.389, 0.037], [-0.083, -0.700, 0.331], [-0.075, 1.074, -0.447], [-0.254, -0.118, 0.213], [-0.292, -0.243, 0.139], [-0.017, -0.155, 0.314], [0.309, 0.031, 0.296], [-0.432, 0.013, -0.069], [-0.171, -0.277, -0.054], [-0.459, -0.581, 0.379], [0.011, -0.108, -0.054], [0.046, -0.052, -0.123], [0.048, 0.203, 0.188], [-0.301, 0.120, -0.085], [-0.300, 0.040, -0.488], [0.019, -0.046, -0.078], [0.663, -0.395, 0.577], [-0.139, 0.589, 0.204], [-0.076, -0.154, -0.102], [0.354, -0.025, -0.219], [0.971, -0.115, 0.076], [-0.667, -0.933, -1.152], [0.110, -0.082, 0.330], [-0.692, -0.285, -0.050], [-0.511, -1.029, -0.142], [0.519, 0.811, 0.421], [0.367, -0.103, 0.285], [0.594, 0.252, -0.454], [0.007, 0.209, -0.236], [0.394, 0.602, -0.071], [-0.405, 0.650, -0.646], [-0.022, 0.441, 0.316], [-0.283, -0.290, 0.255], [0.252, -0.130, -0.084], [0.146, -0.078, -0.415], [-0.117, 0.095, 0.262], [0.533, -0.099, 0.540], [0.164, 0.288, -0.027], [0.041, 0.527, -0.384], [0.831, 0.477, -0.227], [0.062, 0.178, -0.392], [0.426, -0.263, 0.323], [0.173, -0.135, -0.287], [0.431, 0.228, 0.105], [-0.697, -0.295, 0.169], [0.077, -0.236, -0.255], [-0.288, 0.324, -0.340], [-0.269, -0.483, -0.733], [-0.183, -0.175, 0.017], [-0.015, 0.083, -0.243], [-0.903, -0.650, -0.496], [0.120, 0.188, 0.008], [0.164, 0.058, 0.056], [-0.099, -0.036, -0.058], [0.064, 0.108, -0.068], [0.181, -0.195, -0.082], [-0.048, 0.106, -0.063], [0.017, -0.015, 0.278], [0.435, -0.215, 0.036], [-0.351, -0.662, -0.071], [0.726, 0.071, 0.280], [0.643, -0.027, 0.005], [0.151, -0.057, 0.796], [-0.052, 0.248, 0.185], [-0.155, -0.561, -0.364], [0.379, 0.369, 0.210], [0.105, 0.000, 0.009], [-0.242, -0.343, -0.250], [-0.133, -0.155, 0.206], [0.264, 0.105, -0.023], [0.359, -0.378, -0.363], [0.182, 0.313, -0.239], [-0.321, -0.039, 0.087], [-0.361, -0.039, 0.022], [0.058, 0.288, 0.209], [0.430, 0.049, 0.121], [0.116, 0.081, -0.123], [-0.666, 0.039, 0.252], [0.367, 0.477, 0.270], [0.430, -0.018, 0.108], [-0.060, 0.090, -0.124], [-0.125, -0.055, -0.206], [-0.143, -0.020, -0.186], [0.106, 0.525, -0.176], [-0.026, -0.152, -0.153], [-0.507, -0.587, -0.760]], "e_tot_ha": -3532.35140, "multiplicity": 1}